{"formula": "C2H4O4", "method": "the ωB97M-V functional and the def2-TZVPD basis", "total_charge": 0, "homo_ev": -8.8, "e_lumo_ev": 0.30, "e_tot_ev": -10326.263, "species": ["C", "C", "O", "O", "O", "O", "H", "H", "H", "H"], "positions_angstrom": [[-0.618, -0.518, 0.320], [0.765, 0.131, 0.160], [-0.485, -1.230, -0.782], [-1.568, 0.579, 0.333], [0.675, 1.245, -0.567], [1.895, -0.453, 0.402], [-0.731, -1.250, 1.259], [-2.364, 0.399, -0.300], [-0.232, 1.347, -0.741], [2.663, -0.250, -0.085]], "forces_ev_per_angstrom": [[0.2, -2.8, 1.7], [-1.5, 0.8, -1.9], [0.0, 1.1, -0.1], [-1.7, -0.5, -1.3], [4.4, -1.6, 1.0], [-2.3, -0.4, 1.8], [0.0, 2.0, -1.2], [2.3, -0.1, 1.6], [-2.8, 0.5, -0.1], [1.3, 1.0, -1.4]]}